Record 1
One molecule with the formula C4H4S. Source: the OMol25 dataset; level of theory: wB97M-V/def2-TZVPD.

Structure (XYZ):
```
9
Properties=species:S:1:pos:R:3:forces:R:3
C -1.19700 -1.85318 -0.87770 1.4 0.3 0.6
C -0.42749 -1.01646 -0.43397 -1.9 -1.3 -0.9
C -0.10292 0.11606 0.32881 -0.8 3.5 1.8
C 1.02621 1.07994 0.31212 2.6 -0.5 1.7
H -1.73886 -2.73218 -1.16156 0.1 0.3 -0.2
H -0.70692 0.21884 1.28554 0.7 -0.4 -1.4
H 1.49571 1.47150 1.32561 -1.7 -0.6 -1.8
H 1.92173 0.75853 -0.23297 -0.5 0.2 -0.5
S -0.27047 1.95694 -0.54587 0.0 -1.5 0.7
```
Positions in Å, forces in eV/Å.

SMILES: C#C[C@H]1CS1
Total energy in eV: -15044.48167
Relative energy (zero: lowest compared OMol25 entry of this formula, charge and spin) in kcal/mol: 73.7
Net charge: 0

Record 2
A 11-piece molecular cluster, C28H53Cl10N3O12 overall. Source: the OMol25 dataset; level of theory: wB97M-V/def2-TZVPD.

Structure (XYZ):
```
106
Properties=species:S:1:pos:R:3:forces:R:3
C 10.76602 -1.56483 -1.06824 0.2 -1.2 0.1
C 11.24451 -0.14557 -0.88148 -0.1 -0.2 0.6
O 10.03581 0.51708 -0.50407 0.6 1.1 -0.4
C 9.00203 -0.31517 -0.43042 -4.2 1.6 1.7
O 7.86136 0.07626 -0.07525 4.1 -1.9 -1.5
O 9.37201 -1.56781 -0.70855 0.1 0.1 -0.4
H 11.26305 -2.24292 -0.37451 0.0 -0.1 -0.2
H 10.90425 -1.93440 -2.08432 -0.3 0.0 0.0
H 11.72671 0.26690 -1.76774 -0.4 0.3 0.0
H 11.94338 -0.08436 -0.04726 0.0 0.2 0.0
C 5.68756 -8.16621 -3.70645 1.3 -2.2 -0.3
C 6.44166 -6.85589 -3.60843 -1.1 -1.1 -0.4
O 5.42097 -6.11327 -2.93639 1.0 2.1 0.5
C 4.55151 -6.87591 -2.28425 -4.4 1.0 2.0
O 3.61530 -6.46903 -1.53545 4.3 -1.6 -2.9
O 4.70627 -8.15077 -2.68509 -0.3 0.3 0.2
H 6.29921 -9.04531 -3.50359 0.3 0.1 0.2
H 5.31384 -8.38995 -4.70564 -0.8 0.5 0.1
H 6.61515 -6.48863 -4.61993 0.0 0.5 0.3
H 7.38913 -6.95797 -3.07931 -0.3 0.4 0.4
C -8.42281 -0.68069 2.87922 0.0 -0.4 0.2
C -7.89791 0.33040 1.87727 -0.1 -0.4 -0.2
O -8.14011 1.55594 2.53276 0.3 2.0 -0.8
C -8.71196 1.44123 3.72243 -2.3 1.3 2.2
O -9.19825 2.34755 4.43261 2.3 -3.2 -2.6
O -8.79974 0.11406 4.00247 -0.1 0.2 0.8
H -7.65994 -1.40928 3.15361 -0.2 0.0 0.3
H -9.32499 -1.19398 2.54651 0.1 -0.1 -0.1
H -8.45188 0.26972 0.94050 0.0 0.3 0.0
H -6.83800 0.24134 1.63903 0.0 0.0 0.2
C -1.41247 9.71524 1.26638 -0.6 -0.7 -0.2
C -2.71254 9.82041 2.06382 1.1 0.1 0.9
O -2.79820 10.55827 3.01889 -0.2 1.1 0.3
N -3.68416 8.94348 1.76821 0.7 -1.2 -1.7
C -4.97416 8.88213 2.34383 -0.5 -0.1 1.5
H -0.59589 9.55847 1.97117 0.0 0.2 -0.1
H -1.21414 10.57690 0.62897 -0.1 0.1 0.3
H -1.47919 8.84534 0.61300 0.2 0.0 -0.1
H -3.38962 8.14356 1.22647 -0.2 0.3 -0.2
H -4.99565 9.49668 3.24381 -0.1 0.5 -0.4
H -5.14436 7.90095 2.78701 -0.2 -0.3 -0.5
H -5.75556 9.15474 1.63446 -0.1 0.0 0.2
C -5.56301 -6.59394 -4.01734 -0.4 0.6 0.3
C -4.95570 -7.89331 -4.47441 0.1 -0.6 0.0
O -5.69233 -8.79588 -4.77162 -1.0 -1.2 -0.7
N -3.60974 -8.02994 -4.61156 0.6 1.5 0.5
C -2.95327 -9.17488 -5.26027 -0.4 0.9 0.3
H -5.20695 -6.14863 -3.08836 0.6 0.0 -0.2
H -6.62422 -6.74593 -3.82027 0.1 -0.4 -0.2
H -5.51068 -5.87279 -4.83300 0.2 0.2 0.1
H -3.12996 -7.36638 -4.02029 0.7 -0.2 -0.4
H -2.99285 -10.01701 -4.56936 -0.2 -0.4 -0.7
H -1.91150 -8.99754 -5.52740 0.0 0.5 0.5
H -3.42890 -9.24904 -6.23821 -0.3 -0.9 0.3
C -5.67599 -1.64414 9.06180 0.1 0.3 -0.9
C -4.72360 -1.92848 7.86286 -0.4 -0.7 1.7
O -4.82061 -3.00753 7.33333 -0.3 -1.2 -0.9
N -3.71732 -1.11293 7.51770 -0.7 0.7 0.2
C -3.60863 0.26666 7.92532 1.1 0.1 -0.9
H -6.32499 -0.80053 8.82680 -0.1 0.0 0.1
H -5.21338 -1.44042 10.02750 0.4 0.0 -0.2
H -6.28352 -2.54500 9.14821 0.1 0.2 0.0
H -3.14990 -1.48727 6.77071 0.0 0.2 0.0
H -4.32363 0.54179 8.70068 0.5 -0.3 0.1
H -3.73725 0.96380 7.09734 -0.5 0.0 -0.2
H -2.54849 0.38474 8.14952 -0.2 0.5 0.9
Cl 6.62960 7.25232 3.42664 -0.2 -0.5 0.5
C 6.69133 5.92731 4.67313 -0.8 0.2 0.3
C 5.36370 5.80858 5.47969 0.9 0.3 0.4
Cl 3.93365 5.44269 4.53726 -0.4 0.2 -0.6
H 7.48297 6.23674 5.35552 -0.1 -0.2 0.0
H 6.97461 5.01857 4.14204 -0.2 0.1 0.1
H 5.23197 6.71686 6.06771 -0.3 0.3 -0.5
H 5.32506 5.04505 6.25662 0.9 -0.3 -0.3
Cl -3.70017 -0.09390 -6.91096 -0.3 0.3 0.3
C -4.81542 1.31018 -6.79694 0.0 0.2 -1.3
C -5.30153 1.70184 -8.23423 0.6 0.2 0.9
Cl -3.91690 2.46849 -9.11969 -0.5 -0.1 0.2
H -4.26456 2.16105 -6.39611 0.1 -0.2 -0.1
H -5.62246 1.10782 -6.09279 -0.1 -0.4 -0.3
H -6.08554 2.45164 -8.12834 0.1 0.0 -0.1
H -5.64911 0.89634 -8.88110 0.1 -0.1 0.5
Cl 2.71414 -4.47648 4.95655 0.0 0.2 -0.2
C 4.21398 -5.40151 4.68201 0.0 -0.6 1.0
C 5.35484 -4.50684 4.21921 -0.6 0.1 0.0
Cl 6.89586 -5.35171 4.31226 0.5 -0.6 -0.1
H 3.94523 -6.28650 4.10524 0.3 0.5 -0.7
H 4.45801 -5.83210 5.65317 0.2 0.3 0.1
H 5.47641 -3.68039 4.91943 -0.4 0.1 -0.3
H 5.21944 -4.16556 3.19291 0.0 0.1 0.2
Cl 1.75842 5.21142 -6.70277 -0.4 0.1 1.1
C 2.60317 5.06080 -8.21332 0.5 -0.4 -0.9
C 2.99644 6.42104 -8.78261 0.6 -0.8 0.2
Cl 1.55315 7.25094 -9.35587 0.0 0.4 -0.2
H 1.94356 4.46850 -8.84750 0.0 0.5 -0.4
H 3.46595 4.40512 -8.09585 0.3 0.3 0.3
H 3.75460 6.30204 -9.55664 -0.5 -0.2 -0.5
H 3.54109 7.02869 -8.05996 -0.6 0.0 0.4
Cl -1.47875 2.36402 0.55567 0.8 -0.4 -0.1
C -0.06349 1.56796 -0.24544 0.3 -0.1 -0.6
C 0.12508 0.10235 0.10882 -1.2 0.5 0.1
Cl -1.35137 -0.71764 -0.56607 0.6 -0.4 0.4
H 0.85965 2.11456 -0.05273 -0.3 0.2 0.3
H -0.27247 1.61244 -1.31429 0.0 0.2 0.1
H 0.15157 -0.01605 1.19205 -0.1 -0.3 -0.1
H 1.00656 -0.33698 -0.35818 -0.1 0.2 0.0
```
Positions in Å, forces in eV/Å.

SMILES: O=C1OCCO1.O=C1OCCO1.O=C1OCCO1.CNC(C)=O.CNC(C)=O.CNC(C)=O.ClCCCl.ClCCCl.ClCCCl.ClCCCl.ClCCCl
Total energy in eV: -184159.32219
Relative energy (zero: lowest compared OMol25 entry of this formula, charge and spin) in kcal/mol: 97.0
Net charge: 0

Record 3
A 2-piece molecular cluster, C2H7OS overall. Source: the OMol25 dataset; level of theory: wB97M-V/def2-TZVPD.

Structure (XYZ):
```
11
Properties=species:S:1:pos:R:3:forces:R:3
C -0.39857 -0.81818 -1.02041 0.3 -2.2 1.0
C -1.28423 -0.24805 0.03943 -0.2 4.1 1.0
S -0.58201 1.55058 0.30220 -0.4 -0.6 0.1
H 0.55330 -1.18597 -0.50615 -1.2 -0.1 -1.1
H -0.10212 -0.19593 -1.83689 0.1 1.3 0.1
H -1.00240 -1.54859 -1.56964 0.5 -1.1 0.2
H -1.32035 -0.47771 1.12187 0.6 -1.2 -1.0
H -2.33795 -0.07682 -0.22881 0.4 -0.3 -0.4
H 1.84962 0.46786 0.75213 2.0 1.3 0.9
H 1.98549 1.58332 1.71180 1.7 -1.2 -1.1
O 2.63922 0.94950 1.23446 -3.8 0.1 0.2
```
Positions in Å, forces in eV/Å.

Total energy in eV: -15070.26786
Relative energy (zero: lowest compared OMol25 entry of this formula, charge and spin) in kcal/mol: 26.2
Net charge: -1

Record 4
C6H5Br4NO3 as an isolated structure. Source: the OMol25 dataset; level of theory: wB97M-V/def2-TZVPD.

Structure (XYZ):
```
19
Properties=species:S:1:pos:R:3:forces:R:3
C -0.70185 -0.61203 0.60366 -0.4 1.0 0.0
C 0.22716 -2.15352 -0.89261 -0.9 -5.7 -1.4
C 0.47284 1.46791 0.31297 2.9 -0.9 2.9
C 0.40325 1.48320 -1.11273 -0.9 -1.9 -1.8
C -0.61586 -3.29743 -0.21581 2.3 -1.6 -0.8
C 0.26758 2.83944 0.89072 -0.5 2.4 0.5
N 0.14053 -0.99530 -0.36250 0.0 5.9 1.4
O -1.58483 -1.09686 1.24325 -0.2 -0.7 0.2
O 0.91412 -2.43998 -1.84894 0.5 0.4 -0.7
O -0.54251 0.76512 0.88838 -0.3 -0.6 0.3
Br 2.03931 1.54807 -1.94095 -1.3 -0.1 -0.6
Br -1.53375 3.45142 0.37330 0.2 0.1 -0.2
Br 0.29540 2.97963 2.82806 0.3 -0.6 -0.3
Br 1.56427 4.12029 0.21974 0.0 0.1 0.1
H 1.57827 1.12521 0.59234 -2.2 0.5 -0.1
H -0.68229 1.58606 -1.49796 2.2 -0.2 -0.3
H -1.54300 -3.53375 -0.77178 0.6 0.2 0.4
H -0.77258 -2.99999 0.77393 -1.0 0.2 1.3
H 0.07395 -4.23747 -0.08307 -1.3 1.6 -0.9
```
Positions in Å, forces in eV/Å.

Total energy in eV: -294100.91325
Relative energy (zero: lowest compared OMol25 entry of this formula, charge and spin) in kcal/mol: 50.9
Net charge: 0

Result set for HOMO energy: -8.9, -9.3, -2.5, -9.1 eV, one per record in the order listed.